Entry i
Formula: C2H14N2O3
Source: OMol25
Level of theory: the ωB97M-V functional and the def2-TZVPD basis

CARTESIAN COORDINATES (ANGSTROEM)
N -0.5763 2.2073 -1.7410
C -1.4675 1.1602 -1.2827
C -0.8027 0.1143 -0.3979
N -0.3201 0.7147 0.8404
H -0.1917 2.6939 -0.9362
H 0.2375 1.8220 -2.2095
H -2.2551 1.6247 -0.6831
H -1.9684 0.6995 -2.1363
H 0.0601 -0.2392 -0.9771
H -1.4893 -0.7157 -0.2574
H 0.6367 0.4186 0.9854
H -0.8291 0.3925 1.6589
O 2.4918 -0.3159 -1.3019
H 2.4915 -1.2747 -1.4123
H 3.4036 -0.0215 -1.3405
O 1.5302 -3.0332 -1.8677
H 0.8567 -2.3552 -1.7174
H 1.0199 -3.8487 -1.8335
O -1.3785 -0.0289 5.3194
H -2.0022 -0.7056 5.0324
H -1.7106 0.7694 4.8932

Output
M, g mol⁻¹: 114.145
Orbital gap, Ha: 0.341
Multiplicity: 1
SMILES string: NCCN.O.O.O

---

Entry ii
Formula: C2H14N2O3
Source: OMol25
Level of theory: the ωB97M-V functional and the def2-TZVPD basis

CARTESIAN COORDINATES (ANGSTROEM)
C -2.3755 0.5664 1.9401
N -2.2458 -0.3255 0.7554
C -1.5448 -1.6051 0.9853
N -1.6440 -2.2260 -0.3830
H -2.4398 1.5879 1.5410
H -3.1789 0.2853 2.6402
H -1.4273 0.5746 2.4667
H -3.1659 -0.5790 0.4369
H -2.0040 -2.1538 1.8004
H -0.4874 -1.4336 1.1891
H -0.8192 -1.8953 -0.8636
H -1.4910 -3.2256 -0.3108
O -0.6104 2.2944 0.2307
H -0.7367 1.4280 -0.1791
H 0.2066 2.6134 -0.1752
O 3.6888 -1.1461 -1.6186
H 3.7250 -0.2708 -2.0219
H 2.8828 -1.5772 -1.9194
O 4.1734 2.2523 -2.2070
H 4.6844 2.8342 -2.7757
H 4.8098 2.0014 -1.5314

Output
M, g mol⁻¹: 114.145
Orbital gap, Ha: 0.344
Multiplicity: 1
SMILES string: CNCN.O.O.O

---

Entry iii
Formula: C2H14N2O3
Source: OMol25
Level of theory: the ωB97M-V functional and the def2-TZVPD basis

CARTESIAN COORDINATES (ANGSTROEM)
N -1.4674 1.1161 -2.9756
C -1.3423 -0.1377 -2.2435
C -0.0024 -0.3210 -1.4699
N 0.4003 0.8365 -0.7316
H -2.1630 1.7108 -2.5482
H -0.6025 1.6466 -2.9032
H -1.4580 -1.0123 -2.8963
H -2.1978 -0.2185 -1.5631
H -0.1267 -1.2646 -0.9298
H 0.7183 -0.4673 -2.2730
H 1.2855 1.2649 -0.9041
H -0.1818 1.2171 -0.0099
O -1.2921 -0.1287 2.1283
H -1.6799 -0.9702 1.8509
H -0.8139 0.1371 1.3255
O -1.8103 2.5339 1.2993
H -2.3655 1.8101 1.6242
H -2.2316 2.8022 0.4696
O 5.3635 -3.7675 2.9315
H 4.6752 -4.3027 3.3412
H 4.9802 -2.9035 2.7404

Output
M, g mol⁻¹: 114.145
Orbital gap, Ha: 0.354
Multiplicity: 1
SMILES string: NCCN.O.O.O

---

Top of the stability list: entry i, leading by 0.0126 hartree.

---

Entry i
Formula: C5H7N2O2
Source: OMol25
Level of theory: the ωB97M-V functional and the def2-TZVPD basis

CARTESIAN COORDINATES (ANGSTROEM)
C -0.4991 0.2834 0.0588
C -1.9522 0.6279 0.0014
C 0.5787 1.3226 0.0879
C 1.8218 0.4616 -0.2385
C 1.3428 -0.9891 -0.0028
N -2.4626 -1.6737 -0.2670
N -0.0722 -0.8995 0.0690
O -2.4208 1.7025 -0.0965
O -2.7072 -0.5289 0.2397
H 0.3858 2.1301 -0.6179
H 0.6242 1.7670 1.0877
H 2.1232 0.6133 -1.2763
H 2.6755 0.7055 0.3902
H 1.6487 -1.6971 -0.7772
H 1.6748 -1.4081 0.9543
H -2.7612 -2.4173 0.3870

Output
Net charge: +1
M, g mol⁻¹: 127.123
Orbital gap (spin up / spin down), Ha: 0.271 / 0.271
Multiplicity: 1

---

Entry ii
Formula: C5H7N2O2
Source: OMol25
Level of theory: the ωB97M-V functional and the def2-TZVPD basis

CARTESIAN COORDINATES (ANGSTROEM)
C -1.7777 0.7983 0.7568
N -0.9812 -0.0012 0.2008
C 0.4063 0.4515 -0.1634
C 1.2258 0.0592 1.1519
O 0.3505 1.8380 -0.4576
C 0.7343 -0.3532 -1.3062
N 0.1651 -1.4820 -1.4802
C -0.7376 -2.0941 -0.9135
O -1.5365 -2.8635 -0.6742
H -1.4976 1.7223 1.0692
H -2.8243 0.3099 0.9913
H 2.2910 -0.0151 0.8687
H 0.9680 -0.8694 1.4484
H 1.0316 0.7009 1.9361
H 0.7360 1.9872 -1.2923
H 1.4461 -0.1889 -2.1359

Output
Net charge: +1
M, g mol⁻¹: 127.123
Orbital gap, Ha: 0.297
Multiplicity: 1
SMILES string: C=N[C@](C)(O)C=[N+]=C=O

---

Top of the stability list: entry ii, leading by 0.0712 hartree.

---

Entry i
Formula: C3H7IN
Source: OMol25
Level of theory: the ωB97M-V functional and the def2-TZVPD basis

CARTESIAN COORDINATES (ANGSTROEM)
C 1.1360 0.2394 -1.7543
C 0.4239 -0.1411 -0.3083
N -0.7546 -0.2488 0.2405
C -0.9708 -0.3623 1.6281
I -1.0883 1.6573 2.4472
H 2.0221 0.7248 -1.3493
H 1.3333 -0.6463 -2.3612
H 0.2825 0.7639 -2.3025
H 1.1802 -0.2869 0.4043
H -1.6489 -0.2229 -0.3186
H -1.9410 -0.7439 1.7051
H 0.0255 -0.7332 1.9690

Output
Net charge: +1
M, g mol⁻¹: 184.000
Orbital gap, Ha: 0.312
Multiplicity: 1
SMILES string: C/C=[NH+]/CI

---

Entry ii
Formula: C3H7IN
Source: OMol25
Level of theory: the ωB97M-V functional and the def2-TZVPD basis

CARTESIAN COORDINATES (ANGSTROEM)
C -0.9861 -0.4403 -0.5239
C -0.2256 0.6465 -1.2283
C 0.5364 0.3831 1.2224
N 0.3981 -0.1253 -0.1457
I 1.5006 -1.3955 2.0262
H -1.8750 -0.2722 0.0449
H -1.0544 -1.4782 -0.8722
H 0.1032 0.5199 -2.2296
H -0.6759 1.6356 -1.1322
H 1.3831 1.1089 1.0646
H -0.4206 0.6937 1.7253
H 1.3162 -1.2762 0.0483

Output
Net charge: +1
M, g mol⁻¹: 184.000
Orbital gap, Ha: 0.359
Multiplicity: 1

---

Top of the stability list: entry i, leading by 0.0747 hartree.

---

Entry i
Formula: C4H10O
Source: OMol25
Level of theory: the ωB97M-V functional and the def2-TZVPD basis

CARTESIAN COORDINATES (ANGSTROEM)
H 1.9810 -0.9865 -0.6136
H 1.6172 -0.5468 -0.1365
C -1.0933 -0.9983 -1.4772
C -0.4164 0.2817 -1.8927
O -0.5414 1.3269 -1.2993
H -0.5418 -1.8769 -1.8237
H -2.0911 -1.0314 -1.9313
H -1.2080 -1.0235 -0.3902
H 0.2163 0.2216 -2.8050
C -0.0266 1.2562 1.8035
C 0.7232 0.2928 2.3281
H -1.0929 1.3227 2.0056
H 0.3834 2.0116 1.1402
H 0.3026 -0.4767 2.9714
H 1.7880 0.2267 2.1206

Output
M, g mol⁻¹: 74.123
Orbital gap, Ha: 0.404
Multiplicity: 1
SMILES string: [H][H].CC=O.C=C

---

Entry ii
Formula: C4H10O
Source: OMol25
Level of theory: the ωB97M-V functional and the def2-TZVPD basis

CARTESIAN COORDINATES (ANGSTROEM)
C -1.0855 -2.2687 0.2195
O -0.9703 -2.0284 -0.9405
H -1.9873 -2.0485 0.8322
H -0.2883 -2.7306 0.8393
C 1.5520 0.4318 0.3413
C 0.7501 1.7060 0.6232
C -0.3736 1.8673 -0.3742
H 1.6816 0.2895 -0.7404
H 2.5761 0.4633 0.7155
H 1.1084 -0.4726 0.7625
H 0.3250 1.6069 1.6282
H 1.4600 2.5332 0.6187
H -1.2388 2.4269 -0.0185
H -0.7679 0.8770 -0.6239
H -0.0783 2.3153 -1.3192

Output
M, g mol⁻¹: 74.123
Orbital gap, Ha: 0.407
Multiplicity: 1
SMILES string: C=O.CCC

---

Top of the stability list: entry ii, leading by 0.0433 hartree.

---

Entry i
Formula: C4H10O
Source: OMol25
Level of theory: the ωB97M-V functional and the def2-TZVPD basis

CARTESIAN COORDINATES (ANGSTROEM)
C -1.6375 -1.1837 0.0906
C -0.6249 -0.1718 0.6186
C 0.4629 0.1848 -0.3886
C 1.2321 1.4352 0.0277
O 1.3149 -0.9511 -0.4756
H -1.1383 -2.1032 -0.2297
H -2.1849 -0.7765 -0.7685
H -2.3725 -1.4420 0.8604
H -1.1391 0.7475 0.9258
H -0.1198 -0.5699 1.5084
H -0.0072 0.3700 -1.3703
H 0.5736 2.3116 0.0162
H 1.6377 1.3181 1.0387
H 2.0670 1.6371 -0.6541
H 1.9361 -0.8061 -1.1996

Output
M, g mol⁻¹: 74.123
Orbital gap, Ha: 0.415
Multiplicity: 1
SMILES string: CC[C@@H](C)O

---

Entry ii
Formula: C4H10O
Source: OMol25
Level of theory: the ωB97M-V functional and the def2-TZVPD basis

CARTESIAN COORDINATES (ANGSTROEM)
C 1.6641 -0.6188 -0.7955
O 0.8820 -0.7417 0.3443
C -0.0789 0.2630 0.2941
C -1.0732 0.0805 -0.8644
C -0.7480 0.3065 1.6813
H 1.7452 0.5902 -0.8842
H 1.1326 -0.9858 -1.6941
H 2.5454 -1.2633 -0.6185
H 0.6369 1.2252 -0.1002
H -1.3535 -0.9659 -1.0643
H -0.6193 0.4813 -1.7739
H -1.9847 0.6462 -0.6564
H -1.2564 1.2634 1.7990
H 0.0104 0.2033 2.4653
H -1.5025 -0.4840 1.8676

Output
M, g mol⁻¹: 74.123
Orbital gap, Ha: 0.403
Multiplicity: 1
SMILES string: COC(C)C

---

Entry iii
Formula: C4H10O
Source: OMol25
Level of theory: the ωB97M-V functional and the def2-TZVPD basis

CARTESIAN COORDINATES (ANGSTROEM)
C 0.0956 1.5653 0.2962
C 0.1487 0.0917 -0.0650
C 1.4652 -0.3845 -0.6521
C -1.0425 -0.5532 -0.4783
O -1.1929 -1.5947 1.0716
H 0.8498 1.8171 1.0517
H -0.8833 1.8521 0.6998
H 0.2938 2.2075 -0.5758
H -0.2634 -0.7760 1.0146
H 1.7098 0.1295 -1.5943
H 2.2959 -0.1955 0.0385
H 1.4474 -1.4615 -0.8548
H -1.0204 -1.4021 -1.1561
H -1.9971 -0.0295 -0.4414
H -1.9068 -1.2662 1.6454

Output
M, g mol⁻¹: 74.123
Orbital gap, Ha: 0.326
Multiplicity: 1

---

Top of the stability list: entry i, leading by 0.0563 hartree.

---

Entry i
Formula: C4H10O
Source: OMol25
Level of theory: the ωB97M-V functional and the def2-TZVPD basis

CARTESIAN COORDINATES (ANGSTROEM)
C -0.1566 2.9934 -3.3635
O 0.6620 3.2236 -2.3996
H 0.2497 2.5749 -4.2142
H -1.2496 2.9220 -3.1973
C 0.9674 -1.6651 0.4577
C -0.3592 -1.4079 1.2495
C -0.6317 -0.0759 1.9383
H 1.8879 -1.7011 1.0981
H 1.1688 -1.1028 -0.4970
H 1.0410 -2.6499 0.1323
H -0.4023 -2.0423 2.1579
H -1.1962 -1.6196 0.4305
H -1.6479 -0.1654 2.3990
H 0.1986 -0.0118 2.7096
H -0.5319 0.7279 1.0986

Output
M, g mol⁻¹: 74.123
Orbital gap, Ha: 0.393
Multiplicity: 1
SMILES string: C=O.CCC

---

Entry ii
Formula: C4H10O
Source: OMol25
Level of theory: the ωB97M-V functional and the def2-TZVPD basis

CARTESIAN COORDINATES (ANGSTROEM)
C -0.3393 -0.4424 -2.1800
C -0.9874 0.0224 -0.8539
O -0.1095 0.8094 -0.0553
C 0.5177 -0.0172 0.8377
C 0.7090 0.5774 2.2321
H 0.5565 -1.0748 -2.0815
H 0.1227 0.3995 -2.7903
H -1.0839 -0.9973 -2.8137
H -1.3729 -0.8863 -0.3131
H -1.8582 0.6811 -1.0470
H -0.1782 -0.9008 0.9411
H 1.4504 -0.4333 0.4529
H 1.5198 -0.0009 2.7546
H 1.3049 1.5038 2.0796
H -0.2515 0.7594 2.8368

Output
M, g mol⁻¹: 74.123
Orbital gap, Ha: 0.402
Multiplicity: 1
SMILES string: CCOCC

---

Entry iii
Formula: C4H10O
Source: OMol25
Level of theory: the ωB97M-V functional and the def2-TZVPD basis

CARTESIAN COORDINATES (ANGSTROEM)
C 1.9675 -0.3162 0.0024
O 0.7049 -0.8318 -0.4214
C -0.3114 -0.1756 0.2540
C -1.5951 -0.9379 -0.0734
C -0.3922 1.3204 -0.1740
H 2.2089 0.5904 -0.7388
H 2.7607 -1.2138 -0.0379
H 1.9108 0.1117 1.1660
H -0.0848 -0.2792 1.3767
H -2.4556 -0.5888 0.5467
H -1.3408 -1.9903 0.0440
H -1.9553 -0.8522 -1.1045
H 0.4001 1.9820 0.1886
H -0.4721 1.4256 -1.2683
H -1.3455 1.7557 0.2399

Output
M, g mol⁻¹: 74.123
Orbital gap, Ha: 0.399
Multiplicity: 1
SMILES string: COC(C)C

---

Top of the stability list: entry ii, leading by 0.0050 hartree.